# 1
# C4H3MgO4

A structure of composition C4H3MgO4 (the ωB97M-V functional and the def2-TZVPD basis, the OMol25 dataset).

Properties
Orbital gap (alpha / beta), Ha: 0.17661 / 0.33293
Calculated total energy, Eh: -654.87861
2S+1: 1
Total charge: +1

Last column: natural (NBO) charge in e.
Positions of all 12 atoms, in Å:
C (-1.61, -0.77, 0.06)  -0.425
C (-0.33, -1.23, 0.07)  0.442
H (-2.38, -1.55, 0.07)  0.288
O (0.61, -0.09, -0.07)  -0.494
C (1.85, -0.42, -0.10)  0.731
O (2.72, 0.45, -0.01)  -0.823
Mg (4.59, 0.75, 0.07)  0.995
O (-1.40, 1.65, -0.02)  -0.632
C (-2.21, 0.58, 0.00)  0.727
O (-3.41, 0.76, -0.05)  -0.468
H (-0.47, 1.37, -0.05)  0.486
H (2.05, -1.50, 0.03)  0.173



# 2
# C19H24N4O3

The molecule C19H24N4O3 (the ωB97M-V functional and the def2-TZVPD basis, the OMol25 dataset).

Properties
Orbital gap, Ha: 0.31545
Calculated total energy, Eh: -1183.15744
SMILES: CC#CC[C@H](NC(=O)c1ncn2ccccc12)C(=O)N[C@H](CO)CCC
2S+1: 1

Last column: natural (NBO) charge in e.
Positions of all 50 atoms, in Å:
C (-3.75, -3.26, 3.88)  -0.683
C (-2.63, -2.36, 3.66)  0.020
C (-1.69, -1.63, 3.49)  -0.053
C (-0.60, -0.70, 3.20)  -0.463
C (-1.07, 0.46, 2.30)  -0.114
N (-1.65, -0.08, 1.09)  -0.608
C (-1.53, 0.36, -0.17)  0.667
O (-1.00, 1.42, -0.49)  -0.687
C (-2.12, -0.53, -1.18)  -0.047
N (-2.74, -1.71, -0.88)  -0.421
C (-3.14, -2.22, -2.01)  0.154
N (-2.82, -1.42, -3.06)  -0.320
C (-3.05, -1.57, -4.42)  0.023
C (-2.63, -0.62, -5.27)  -0.251
C (-1.94, 0.54, -4.78)  -0.206
C (-1.71, 0.70, -3.45)  -0.180
C (-2.16, -0.31, -2.55)  0.130
C (0.17, 1.35, 2.11)  0.700
O (0.28, 2.37, 2.77)  -0.621
N (1.17, 0.85, 1.35)  -0.626
C (2.38, 1.62, 1.06)  -0.069
C (2.05, 2.75, 0.07)  -0.076
O (1.66, 2.24, -1.20)  -0.752
C (3.44, 0.66, 0.55)  -0.402
C (4.78, 1.32, 0.25)  -0.396
C (5.85, 0.29, -0.12)  -0.599
H (-4.63, -2.71, 4.22)  0.236
H (-4.01, -3.78, 2.96)  0.236
H (-3.51, -4.01, 4.63)  0.236
H (-0.20, -0.27, 4.12)  0.251
H (0.22, -1.22, 2.70)  0.236
H (-1.79, 1.08, 2.84)  0.225
H (-2.14, -0.97, 1.20)  0.436
H (-3.66, -3.16, -2.14)  0.202
H (-3.57, -2.47, -4.71)  0.217
H (-2.81, -0.75, -6.32)  0.230
H (-1.61, 1.29, -5.48)  0.226
H (-1.20, 1.55, -3.04)  0.256
H (0.93, 0.12, 0.69)  0.396
H (2.69, 2.08, 2.00)  0.217
H (1.28, 3.39, 0.50)  0.189
H (2.94, 3.36, -0.10)  0.176
H (0.75, 1.93, -1.11)  0.497
H (3.58, -0.12, 1.31)  0.202
H (3.07, 0.17, -0.36)  0.206
H (4.66, 2.03, -0.57)  0.204
H (5.11, 1.89, 1.12)  0.194
H (6.80, 0.76, -0.34)  0.209
H (6.01, -0.42, 0.70)  0.199
H (5.54, -0.28, -1.00)  0.202



# 3
# C5H10N2O

A cluster of 2 separate species, C5H10N2O in total (the ωB97M-V functional and the def2-TZVPD basis, the OMol25 dataset).

Properties
Orbital gap, Ha: 0.38538
Calculated total energy, Eh: -380.54271
2S+1: 1
Total charge: +2

Last column: natural (NBO) charge in e.
Positions of all 18 atoms, in Å:
C (1.24, -1.23, 0.54)  -0.248
C (2.20, -0.45, 0.06)  0.117
C (0.62, 1.20, -0.36)  0.410
C (-0.10, -0.72, 0.64)  0.301
C (-1.67, 1.30, 0.26)  -0.434
N (1.85, 0.82, -0.39)  -0.440
N (-0.39, 0.49, 0.18)  -0.308
O (-1.15, -1.53, -0.94)  -0.891
H (1.32, -2.17, 0.98)  0.293
H (3.15, -0.89, 0.17)  0.297
H (0.28, 2.26, -0.81)  0.301
H (-0.82, -2.35, -1.30)  0.532
H (-0.93, -1.04, 1.24)  0.268
H (-2.21, 0.74, 1.09)  0.248
H (-1.55, 2.30, 0.49)  0.263
H (-2.33, 1.45, -0.55)  0.281
H (2.57, 1.44, -0.69)  0.487
H (-2.07, -1.61, -0.62)  0.524



# 4
# C20H24ClN3O3S

The molecule C20H24ClN3O3S (the ωB97M-V functional and the def2-TZVPD basis, the OMol25 dataset).

Properties
Orbital gap, Ha: 0.33657
Calculated total energy, Eh: -2024.92519
SMILES: COCc1csc(C(=O)N2CCC[C@@H](NC(=O)c3ccc(Cl)c(N)c3)[C@@H]2C)c1
2S+1: 1

Last column: natural (NBO) charge in e.
Positions of all 52 atoms, in Å:
C (-1.33, 4.51, 3.34)  -0.247
O (-0.36, 3.50, 3.52)  -0.531
C (-0.93, 2.28, 3.92)  -0.071
C (0.14, 1.24, 3.99)  -0.101
C (0.39, 0.44, 5.07)  -0.391
S (1.69, -0.62, 4.82)  0.498
C (1.90, -0.05, 3.21)  -0.314
C (3.03, -0.54, 2.38)  0.662
O (4.11, -0.78, 2.89)  -0.592
N (2.83, -0.58, 1.02)  -0.463
C (4.04, -0.62, 0.20)  -0.215
C (3.82, 0.22, -1.05)  -0.406
C (2.59, -0.26, -1.82)  -0.400
C (1.37, -0.39, -0.91)  -0.067
N (0.25, -0.95, -1.64)  -0.613
C (-0.72, -0.16, -2.19)  0.673
O (-0.74, 1.05, -2.05)  -0.626
C (-1.78, -0.89, -2.96)  -0.139
C (-1.57, -2.11, -3.58)  -0.227
C (-2.61, -2.70, -4.29)  -0.205
C (-3.84, -2.08, -4.36)  -0.074
Cl (-5.13, -2.83, -5.26)  -0.007
C (-4.07, -0.84, -3.75)  0.134
N (-5.32, -0.24, -3.78)  -0.791
C (-3.01, -0.26, -3.06)  -0.166
C (1.70, -1.23, 0.33)  -0.015
C (0.47, -1.56, 1.15)  -0.620
C (1.02, 0.95, 2.92)  -0.205
H (-0.81, 5.41, 3.03)  0.197
H (-2.06, 4.22, 2.58)  0.165
H (-1.87, 4.71, 4.28)  0.164
H (-1.42, 2.38, 4.90)  0.172
H (-1.70, 1.98, 3.20)  0.173
H (-0.13, 0.45, 6.02)  0.237
H (4.86, -0.23, 0.79)  0.241
H (4.29, -1.65, -0.07)  0.179
H (3.68, 1.26, -0.75)  0.208
H (4.70, 0.18, -1.69)  0.216
H (2.35, 0.41, -2.65)  0.225
H (2.79, -1.25, -2.25)  0.191
H (1.06, 0.60, -0.57)  0.233
H (0.19, -1.94, -1.76)  0.397
H (-0.61, -2.60, -3.57)  0.210
H (-2.47, -3.65, -4.79)  0.229
H (-5.31, 0.76, -3.65)  0.384
H (-5.92, -0.52, -4.54)  0.392
H (-3.14, 0.70, -2.58)  0.229
H (2.10, -2.20, -0.03)  0.174
H (-0.15, -2.25, 0.58)  0.217
H (0.73, -2.06, 2.09)  0.225
H (-0.13, -0.69, 1.38)  0.223
H (1.02, 1.47, 1.98)  0.237



# 5
# C10H14N3

The ion C10H14N3 with charge +1 (the ωB97M-V functional and the def2-TZVPD basis, the OMol25 dataset).

Properties
Orbital gap, Ha: 0.24628
Calculated total energy, Eh: -553.30777
2S+1: 1
Total charge: +1

Last column: natural (NBO) charge in e.
Positions of all 27 atoms, in Å:
C (2.62, 1.76, -0.57)  -0.071
C (3.08, 0.60, -0.13)  -0.304
C (1.12, 1.71, -0.78)  -0.311
C (1.86, -0.19, -0.06)  0.321
C (-0.17, -1.10, 1.77)  -0.031
C (1.81, -1.62, 0.65)  -0.309
C (-1.87, 0.59, 0.75)  -0.535
C (-2.78, 0.53, -0.59)  -0.204
C (-1.38, -1.46, -0.49)  -0.369
C (-1.01, -0.65, 0.66)  0.506
N (0.96, -1.59, 1.82)  -0.261
N (0.79, 0.44, -0.41)  -0.419
N (-2.48, -0.72, -1.16)  -0.632
H (3.15, 2.69, -0.48)  0.233
H (4.09, 0.36, 0.23)  0.262
H (0.71, 2.54, -0.23)  0.249
H (-0.62, -0.95, 2.82)  0.244
H (1.23, -2.24, -0.10)  0.238
H (2.84, -1.89, 0.87)  0.244
H (-1.26, 1.47, 0.71)  0.274
H (-2.55, 0.70, 1.68)  0.293
H (-3.94, 0.76, -0.55)  0.215
H (-2.53, 1.37, -1.27)  0.187
H (-0.47, -1.55, -1.09)  0.265
H (-1.61, -2.44, -0.16)  0.253
H (-2.52, -0.98, -2.11)  0.404
H (0.95, 1.86, -1.79)  0.257



# 6
# C33H26Br2MnN6S

A structure of composition C33H26Br2MnN6S (the ωB97M-V functional and the def2-TZVPD basis, the OMol25 dataset).

Properties
Orbital gap (alpha / beta), Ha: 0.24325 / 0.20948
<S²>: 0.7936
Calculated total energy, Eh: -8298.34531
2S+1: 2
Total charge: +2

Last column: Mulliken spin population.
Positions of all 69 atoms, in Å:
Mn (0.13, 0.96, 1.51)  1.247
C (4.02, 1.29, 0.11)  0.003
C (2.55, 1.19, 0.34)  -0.020
N (2.00, 0.95, 1.51)  -0.063
N (2.71, 0.75, 2.65)  -0.003
C (2.05, 0.65, 3.82)  0.010
N (2.72, 0.55, 4.97)  0.000
S (0.36, 0.72, 3.81)  -0.014
C (1.61, 1.29, -0.73)  0.024
C (1.99, 1.47, -2.07)  0.012
C (1.04, 1.48, -3.06)  -0.013
C (-0.30, 1.28, -2.71)  0.013
C (-0.62, 1.10, -1.38)  -0.014
N (0.29, 1.13, -0.41)  -0.023
H (4.60, 1.35, 1.03)  0.000
H (4.25, 2.19, -0.46)  0.001
H (4.38, 0.44, -0.47)  0.001
H (3.72, 0.61, 2.60)  0.000
H (3.72, 0.43, 5.02)  0.000
H (2.19, 0.47, 5.82)  0.000
H (3.03, 1.61, -2.33)  0.000
H (1.32, 1.62, -4.10)  0.000
H (-1.07, 1.25, -3.47)  0.000
H (-1.65, 0.92, -1.08)  -0.004
Br (-6.37, 1.86, 1.69)  0.000
C (-4.52, 1.49, 1.67)  0.000
C (-4.04, 0.18, 1.73)  0.001
C (-2.68, -0.02, 1.69)  0.002
N (-1.78, 0.96, 1.59)  -0.009
C (-2.23, 2.23, 1.57)  0.015
C (-3.59, 2.53, 1.60)  -0.003
C (-1.21, 3.28, 1.58)  -0.019
C (-1.53, 4.64, 1.57)  0.005
C (-0.52, 5.58, 1.63)  -0.002
Br (-0.92, 7.43, 1.59)  0.000
C (0.80, 5.14, 1.71)  0.002
C (1.03, 3.78, 1.70)  0.002
N (0.07, 2.86, 1.63)  -0.031
H (-4.73, -0.64, 1.82)  0.000
H (-2.28, -1.03, 1.72)  -0.002
H (-3.95, 3.54, 1.57)  0.000
H (-2.55, 4.97, 1.51)  0.000
H (1.61, 5.85, 1.78)  0.000
H (2.05, 3.42, 1.77)  0.001
C (0.12, -0.89, 1.00)  -0.105
C (0.07, -1.85, 0.23)  0.009
C (-0.08, -2.78, -0.79)  0.003
C (-1.40, -3.34, -0.99)  -0.005
C (-2.18, -3.75, 0.10)  -0.004
C (-3.44, -4.28, -0.10)  0.000
C (-3.95, -4.38, -1.39)  -0.002
C (-3.20, -3.96, -2.48)  0.001
C (-1.94, -3.44, -2.28)  -0.003
C (0.98, -2.98, -1.72)  -0.003
C (0.94, -4.03, -2.66)  -0.007
C (1.94, -4.17, -3.61)  0.003
C (3.01, -3.29, -3.63)  -0.006
C (3.09, -2.27, -2.68)  0.003
C (2.10, -2.13, -1.73)  -0.002
H (-1.74, -3.71, 1.09)  0.000
H (-4.02, -4.62, 0.74)  0.000
H (-4.94, -4.78, -1.54)  0.000
H (-3.60, -4.03, -3.47)  0.000
H (-1.37, -3.06, -3.12)  0.001
H (0.14, -4.75, -2.61)  0.000
H (1.88, -4.97, -4.33)  0.000
H (3.79, -3.40, -4.36)  0.000
H (3.92, -1.59, -2.69)  0.000
H (2.16, -1.34, -0.99)  -0.002